6
Properties=species:S:1:pos:R:3:mulliken_charge:R:1 method="wB97M-V/def2-TZVPD" total_charge=0 homo_ev=-9.513 smiles="O=CI.II" spin_multiplicity=1 homo_lumo_gap_ev=7.69
C -1.870 -0.169 0.194 -0.036
O -2.755 0.099 0.919 -0.340
I -1.068 -2.149 0.021 0.001
I 3.731 2.083 0.125 -0.008
I 3.299 -0.379 -0.792 0.008
H -1.336 0.515 -0.468 0.375

---

6
Properties=species:S:1:pos:R:3:mulliken_charge:R:1 method="wB97M-V/def2-TZVPD" total_charge=0 homo_ev=-9.773 spin_multiplicity=1 homo_lumo_gap_ev=8.75
C -4.446 -0.160 0.905 0.138
O -4.472 -0.302 2.038 -0.308
I -4.381 -1.919 -0.423 0.038
I 0.279 -0.711 1.138 -0.084
I -4.419 1.642 -0.168 0.131
H -0.187 0.388 0.111 0.086

---

5
Properties=species:S:1:pos:R:3:mulliken_charge:R:1 method="wB97M-V/def2-TZVPD" total_charge=0 homo_ev=-9.722 spin_multiplicity=1 homo_lumo_gap_ev=9.57
C -1.818 1.466 0.456 0.494
S -2.430 1.319 -0.961 -0.251
S -1.107 1.841 1.793 -0.242
I 2.231 -2.023 -1.192 -0.081
H 3.124 -2.604 -0.097 0.080

---

6
Properties=species:S:1:pos:R:3:mulliken_spin:R:1 method="wB97M-V/def2-TZVPD" total_charge=+2 homo_ev="-21.420 / -20.152" spin_multiplicity=3 homo_lumo_gap_ev="10.33 / 6.33"
H -1.830 0.560 0.624 0.087
O -1.000 -0.361 1.034 0.228
C -0.689 0.886 0.706 0.259
O 0.057 1.140 -0.184 0.169
Li -1.738 -2.031 0.516 0.000
Ni 1.077 -0.735 0.337 1.256

---

5
Properties=species:S:1:pos:R:3:mulliken_charge:R:1 method="wB97M-V/def2-TZVPD" total_charge=0 homo_ev=-7.008 spin_multiplicity=1 homo_lumo_gap_ev=6.77
H 0.112 -0.944 0.701 0.074
O -1.078 0.740 1.311 -0.556
C -0.563 -0.111 0.170 -0.789
Sn 0.381 1.724 0.514 0.456
Li -2.367 0.117 0.469 0.815

---

4
Properties=species:S:1:pos:R:3:mulliken_charge:R:1 method="wB97M-V/def2-TZVPD" total_charge=+1 homo_ev=-19.579 spin_multiplicity=1 homo_lumo_gap_ev=8.56
C -1.416 -0.628 0.006 0.670
N 2.305 0.252 -0.006 -0.098
N 1.245 0.029 0.032 0.138
H -2.134 0.347 -0.032 0.290

---

6
Properties=species:S:1:pos:R:3:mulliken_charge:R:1 method="wB97M-V/def2-TZVPD" total_charge=+1 homo_ev=-15.830 spin_multiplicity=1 homo_lumo_gap_ev=8.03
C 1.373 -0.063 -0.008 0.714
N 0.974 1.125 -0.005 -0.339
N -1.003 -0.192 0.009 -0.293
S 1.218 -1.588 -0.060 -0.004
S -0.662 1.314 -0.074 0.632
H -1.900 -0.596 0.137 0.290

---

6
Properties=species:S:1:pos:R:3:mulliken_charge:R:1 method="wB97M-V/def2-TZVPD" total_charge=0 homo_ev=-11.742 smiles=c1nnon1 spin_multiplicity=1 homo_lumo_gap_ev=11.87
C -0.083 0.763 0.187 0.042
H 0.014 1.722 0.552 0.422
N 1.039 0.008 -0.315 -0.148
N 0.777 -1.217 -0.450 -0.049
N -1.033 -0.029 0.141 -0.170
O -0.715 -1.247 -0.115 -0.096

---

6
Properties=species:S:1:pos:R:3:mulliken_charge:R:1 method="wB97M-V/def2-TZVPD" total_charge=0 homo_ev=-9.630 smiles="[H]/N=N/N=C=O" spin_multiplicity=1 homo_lumo_gap_ev=9.48
C -2.204 2.352 -1.230 0.494
N -1.399 1.435 -1.141 0.009
N -0.623 0.771 -0.275 -0.051
N -0.062 -0.349 -0.548 -0.383
O -2.952 3.095 -1.704 -0.348
H 0.422 -0.652 0.248 0.279

---

6
Properties=species:S:1:pos:R:3:mulliken_charge:R:1 method="wB97M-V/def2-TZVPD" total_charge=0 homo_ev=-12.111 smiles=c1nnon1 spin_multiplicity=1 homo_lumo_gap_ev=12.15
C 0.672 0.287 -0.016 0.079
H 1.661 0.745 0.030 0.385
N -0.519 0.977 0.004 -0.219
N -1.443 0.129 -0.014 -0.018
N 0.489 -1.006 -0.009 -0.214
O -0.860 -1.132 0.005 -0.013

---

6
Properties=species:S:1:pos:R:3:mulliken_spin:R:1 method="wB97M-V/def2-TZVPD" total_charge=0 homo_ev="-7.648 / -11.236" spin_multiplicity=3 homo_lumo_gap_ev="7.89 / 7.56"
C -0.027 0.240 0.800 0.033
N -0.136 -1.075 -1.292 0.730
N 0.218 0.052 -1.528 0.664
N -0.679 0.193 -0.487 0.452
O 0.355 -0.702 1.374 0.107
H 0.269 1.293 1.133 0.014

---

7
Properties=species:S:1:pos:R:3:mulliken_charge:R:1 method="wB97M-V/def2-TZVPD" total_charge=0 homo_ev=-11.188 smiles="N#[N+][O-].N=C=O" spin_multiplicity=1 homo_lumo_gap_ev=11.84
C -0.393 -0.018 -1.239 0.461
N -0.085 0.889 2.280 -0.278
N 0.839 0.303 2.270 0.832
N -1.095 -0.373 -2.117 -0.379
O 0.134 0.512 -0.330 -0.414
O 1.806 -0.308 2.140 -0.548
H -1.206 -1.004 -3.004 0.326

---

7
Properties=species:S:1:pos:R:3:mulliken_charge:R:1 method="wB97M-V/def2-TZVPD" total_charge=0 homo_ev="-10.455 / -10.451" smiles="N#C/[N+]([O-])=N/O" spin_multiplicity=1 homo_lumo_gap_ev="9.07 / 9.06"
C -3.070 0.272 0.075 0.342
N -4.074 0.782 -0.114 -0.258
N -0.799 0.110 0.224 -0.283
N -1.929 -0.424 0.185 0.551
O -2.199 -1.846 -0.110 -0.502
O 0.220 -0.754 0.061 -0.261
H 1.036 -0.232 0.023 0.410

---

7
Properties=species:S:1:pos:R:3:mulliken_charge:R:1 method="wB97M-V/def2-TZVPD" total_charge=0 homo_ev=-10.450 smiles="O=c1nn[nH]o1" spin_multiplicity=1 homo_lumo_gap_ev=9.93
C 0.533 0.775 -0.587 0.545
H -1.299 -0.705 1.424 0.272
N 0.923 -0.600 -0.697 -0.182
N 0.277 -1.384 0.125 -0.147
N -0.743 -0.577 0.586 0.169
O 0.905 1.769 -1.122 -0.453
O -0.597 0.722 0.272 -0.204

---

8
Properties=species:S:1:pos:R:3:mulliken_charge:R:1 method="wB97M-V/def2-TZVPD" total_charge=0 homo_ev="-9.693 / -9.317" spin_multiplicity=1 homo_lumo_gap_ev="8.67 / 7.42"
C -2.653 -2.367 1.227 0.343
N -2.569 -2.786 0.159 -0.317
N 0.412 -0.458 -0.250 -0.487
N -0.299 -0.641 0.682 0.707
O -0.945 -0.244 1.606 -0.475
O -2.086 -2.345 3.599 -0.376
S -3.043 -1.638 2.744 0.337
H 1.028 0.482 -0.286 0.268

---

8
Properties=species:S:1:pos:R:3:mulliken_spin:R:1 method="wB97M-V/def2-TZVPD" total_charge=0 homo_ev="-9.129 / -11.681" spin_multiplicity=3 homo_lumo_gap_ev="8.18 / 7.19"
C -1.444 -1.893 1.245 0.746
N -2.465 -1.872 1.810 0.023
N 0.128 -1.241 0.445 0.703
N 0.762 -0.526 1.429 0.024
O 0.716 -1.006 2.524 0.140
O 1.328 0.459 0.985 0.064
O -0.292 -0.438 -0.557 0.299
H 0.281 0.349 -0.599 0.001

---

9
Properties=species:S:1:pos:R:3:mulliken_charge:R:1 method="wB97M-V/def2-TZVPD" total_charge=0 homo_ev="-9.362 / -9.043" spin_multiplicity=1 homo_lumo_gap_ev="8.30 / 7.75"
C -0.327 1.473 -0.172 0.663
N 0.180 0.387 -0.026 -0.444
N -1.635 -1.163 -0.983 0.236
N -3.288 0.073 0.233 0.700
O -0.961 2.367 -0.540 -0.375
O -2.701 -0.796 0.806 -0.394
O -4.009 0.879 0.670 -0.527
O -2.260 -0.272 -1.445 -0.082
H 0.884 0.093 0.549 0.224

---

7
Properties=species:S:1:pos:R:3:mulliken_charge:R:1 method="wB97M-V/def2-TZVPD" total_charge=0 homo_ev=-9.567 smiles="S=c1nno[nH]1" spin_multiplicity=1 homo_lumo_gap_ev=7.78
C 0.073 -0.106 0.327 0.353
H -2.004 -0.759 0.092 0.355
N 0.421 1.082 -0.206 -0.119
N -0.087 1.276 -1.386 -0.004
N -0.904 -0.692 -0.417 -0.175
O -0.874 0.086 -1.739 -0.130
S 0.785 -0.684 1.620 -0.279

---

7
Properties=species:S:1:pos:R:3:mulliken_charge:R:1 method="wB97M-V/def2-TZVPD" total_charge=0 homo_ev=-10.386 smiles=Sc1nnno1 spin_multiplicity=1 homo_lumo_gap_ev=10.79
C 0.269 -0.117 0.028 0.588
H 2.120 1.071 -0.016 0.178
N -0.515 0.970 0.011 -0.278
N -1.745 0.429 -0.015 -0.176
N -1.745 -0.808 -0.008 0.006
O -0.420 -1.285 0.007 -0.146
S 2.037 -0.260 -0.007 -0.173

---

6
Properties=species:S:1:pos:R:3:mulliken_charge:R:1 method="wB97M-V/def2-TZVPD" total_charge=-1 homo_ev=-2.716 spin_multiplicity=1 homo_lumo_gap_ev=7.50
C 0.469 0.941 -0.341 0.057
N 1.538 0.797 -0.820 -0.463
N -1.629 -0.661 0.517 -0.762
N 0.586 -1.420 0.265 -0.662
N -0.566 -1.114 0.384 0.538
H -0.398 1.457 -0.005 0.292

---

Values for energy, Ha, ordered as above
-1007.01972, -1007.00531, -1132.75636, -1704.13137, -335.65527, -147.64740, -944.19364, -278.09519, -278.11811, -278.11960, -277.93292, -353.38888, -353.23184, -353.35366, -751.42908, -428.31093, -503.70474, -676.22454, -676.32099, -257.66836
Values for energy relative to the best compared isomer or geometry (same formula, charge and spin), kcal per mole, ordered as above
1.4, 10.4, 3.3, 115.1, 0.0, 60.4, 24.2, 101.9, 87.5, 86.6, 62.5, 27.8, 126.3, 49.9, 130.2, 62.4, 7.3, 118.9, 58.4, 73.7